{
  "formula": "C32H45N2O2PtS3Si",
  "method": "ωB97M-V/def2-TZVPD",
  "species": ["Pt", "C", "C", "C", "C", "C", "C", "C", "C", "C", "C", "C", "C", "C", "C", "C", "C", "C", "H", "H", "H", "H", "H", "H", "H", "H", "H", "H", "H", "H", "H", "H", "H", "H", "H", "H", "H", "H", "H", "H", "H", "H", "H", "H", "H", "H", "H", "C", "Si", "C", "C", "C", "C", "C", "C", "N", "C", "S", "H", "H", "H", "H", "H", "H", "H", "H", "H", "H", "H", "H", "O", "S", "O", "N", "C", "S", "C", "C", "C", "C", "C", "C", "H", "H", "H", "H"],
  "positions_angstrom": [[0.21882, -0.17184, 0.81856], [-0.52347, -1.96949, -1.47193], [0.31617, -1.35309, -2.40318], [1.50706, -1.04197, -1.69977], [1.37770, -1.54725, -0.30968], [0.12020, -2.22062, -0.20940], [-0.23553, -3.42945, 0.64781], [-1.38602, -3.10126, 1.60258], [-0.67535, -4.57080, -0.28837], [0.99213, -3.90738, 1.41520], [2.76724, -0.31433, -2.11039], [3.31789, -0.87186, -3.43323], [2.49487, 1.19795, -2.23344], [3.87197, -0.48590, -1.05533], [-0.15449, -1.15732, -3.85267], [0.14968, 0.22407, -4.44107], [0.47076, -2.25892, -4.72541], [-1.68092, -1.33367, -3.93938], [-1.54374, -2.25726, -1.67156], [2.25350, -1.86690, 0.23554], [-2.25079, -2.71193, 1.05983], [-1.08666, -2.35714, 2.34421], [-1.69786, -4.00118, 2.13488], [-1.60315, -4.34180, -0.81480], [-0.84927, -5.47126, 0.30195], [0.09753, -4.79709, -1.02597], [1.42606, -3.13290, 2.03975], [1.76361, -4.26481, 0.72963], [0.71911, -4.73597, 2.06958], [2.68395, -0.65350, -4.28672], [3.46056, -1.95229, -3.37558], [4.29112, -0.41638, -3.62051], [1.67551, 1.43224, -2.90554], [3.39825, 1.68292, -2.60736], [2.26326, 1.62044, -1.25637], [4.16566, -1.53088, -0.93782], [3.57454, -0.08790, -0.08443], [4.75161, 0.06858, -1.38232], [1.21169, 0.42499, -4.55400], [-0.29262, 1.01706, -3.83436], [-0.29222, 0.28427, -5.43663], [1.55710, -2.20982, -4.74780], [0.10727, -2.16737, -5.75050], [0.18749, -3.24589, -4.35468], [-2.20800, -0.65047, -3.27015], [-1.99481, -2.35553, -3.72021], [-2.00089, -1.11931, -4.95888], [-2.80305, 5.17217, -0.81375], [-3.60182, 3.48724, -0.80177], [-5.43351, 3.60727, -0.46836], [-3.29770, 2.59661, -2.41475], [-2.83873, 2.53194, 0.65802], [-3.25037, 2.82394, 1.95837], [-2.70020, 2.20154, 3.07504], [-1.70911, 1.26332, 2.88870], [-1.31297, 0.96185, 1.65076], [-1.84308, 1.56509, 0.57379], [-1.01545, 0.86493, -0.82104], [-3.23916, 5.80223, -1.59189], [-1.73043, 5.09781, -1.00511], [-2.93723, 5.68491, 0.14092], [-5.92956, 4.13180, -1.28763], [-5.65453, 4.15787, 0.44781], [-5.88513, 2.61698, -0.38369], [-3.86667, 3.10139, -3.20004], [-3.63136, 1.55743, -2.38758], [-2.24701, 2.61796, -2.70921], [-4.03084, 3.55993, 2.11630], [-3.04084, 2.43506, 4.07313], [-1.24112, 0.71992, 3.69959], [-0.29152, -1.25058, 4.57235], [1.09313, -1.26729, 4.21076], [1.82234, -2.49145, 4.21413], [1.22207, -0.49064, 2.70504], [1.80619, 0.68337, 2.83034], [1.70949, 1.67656, 1.46105], [2.34362, 0.99200, 4.16173], [3.06582, 2.09441, 4.58256], [3.44181, 2.14889, 5.91853], [3.09750, 1.13115, 6.80376], [2.36675, 0.02427, 6.38215], [2.00524, -0.01153, 5.05376], [3.32984, 2.88405, 3.89134], [4.01161, 2.99427, 6.27885], [3.40299, 1.20109, 7.83885], [2.09646, -0.76754, 7.06713]],
  "forces_ev_per_a": [[0.272, -0.688, -0.523], [0.104, 0.124, -0.234], [-0.171, -0.063, -0.143], [0.069, -0.024, 0.131], [0.096, -0.048, -0.076], [-0.077, 0.676, 0.839], [-0.078, -0.117, -0.119], [0.000, -0.016, 0.047], [-0.005, -0.006, 0.060], [0.028, -0.054, 0.000], [0.028, -0.054, 0.036], [0.027, 0.020, -0.051], [-0.057, 0.083, 0.002], [-0.007, -0.003, -0.003], [0.029, 0.010, -0.007], [-0.010, 0.018, -0.064], [0.023, -0.019, -0.023], [0.020, 0.000, 0.017], [-0.014, 0.014, -0.013], [-0.005, 0.009, -0.028], [0.010, 0.009, -0.009], [-0.035, -0.042, -0.030], [-0.008, -0.010, 0.010], [-0.016, 0.003, 0.014], [0.006, -0.011, -0.017], [0.001, -0.002, -0.010], [0.009, 0.032, 0.029], [-0.007, -0.008, -0.010], [-0.002, 0.012, 0.015], [0.094, -0.009, 0.074], [0.011, 0.003, 0.007], [0.000, 0.003, 0.021], [0.044, 0.005, 0.059], [0.007, -0.014, -0.004], [-0.002, -0.009, 0.009], [-0.008, 0.006, -0.007], [-0.008, 0.004, -0.011], [0.002, -0.001, -0.002], [-0.115, 0.004, -0.015], [-0.006, -0.002, 0.007], [-0.008, -0.002, -0.003], [-0.078, -0.042, -0.021], [-0.008, 0.003, 0.001], [-0.007, -0.001, 0.002], [0.002, 0.019, 0.002], [0.016, -0.007, 0.019], [0.002, 0.003, 0.001], [0.013, 0.015, -0.017], [0.018, -0.006, 0.010], [0.008, -0.013, 0.021], [-0.025, 0.012, -0.030], [-0.040, 0.054, -0.019], [-0.033, -0.004, 0.014], [0.030, -0.011, 0.003], [-0.002, 0.005, 0.031], [-0.139, 0.007, -0.023], [0.036, -0.104, -0.034], [-0.172, 0.156, -0.046], [0.004, -0.003, -0.006], [-0.001, 0.000, 0.001], [-0.008, -0.010, 0.002], [0.006, 0.001, -0.004], [-0.002, 0.001, -0.004], [-0.009, 0.003, -0.004], [0.008, 0.001, 0.002], [0.005, -0.003, 0.017], [-0.001, -0.005, 0.002], [0.006, 0.006, -0.022], [-0.004, -0.007, 0.001], [-0.029, 0.007, -0.006], [-0.039, -0.032, 0.055], [0.050, 0.030, -0.027], [-0.040, -0.030, -0.016], [0.167, -0.025, 0.031], [0.028, 0.121, -0.144], [0.023, 0.031, 0.220], [-0.031, -0.028, 0.003], [0.012, 0.014, 0.013], [0.002, -0.006, -0.003], [-0.004, -0.002, -0.003], [0.010, 0.006, 0.011], [-0.013, 0.012, 0.004], [-0.006, -0.005, -0.008], [-0.001, 0.002, -0.001], [-0.001, 0.001, 0.001], [0.001, -0.005, -0.005]],
  "mulliken_charge": [1.634, -0.532, 0.238, 0.064, -0.630, -1.249, 2.483, -1.375, -1.863, -1.655, 2.086, -1.903, -1.182, -1.958, 2.253, -1.809, -1.644, -2.151, 0.538, 1.411, 0.248, 0.128, 0.480, 0.373, 0.446, 0.395, 0.115, 0.357, 0.454, 0.258, 0.378, 0.512, 0.070, 0.528, -0.056, 0.382, 0.219, 0.497, 0.280, 0.130, 0.591, 0.254, 0.472, 0.341, 0.343, 0.382, 0.509, -1.078, 0.075, -1.085, -0.828, 0.459, -0.097, -1.328, 0.024, -0.371, 0.147, -0.093, 0.359, 0.327, 0.356, 0.354, 0.336, 0.346, 0.492, 0.247, 0.084, 0.331, 0.448, 0.396, -0.658, 1.026, -0.651, -0.414, 0.910, -0.560, 0.370, -0.720, -0.642, -0.590, -0.797, 0.125, 0.509, 0.420, 0.418, 0.512],
  "spin_multiplicity": 1,
  "de_lowest_kj_mol": 72.2,
  "e_homo_ev": [-10.90, -10.88],
  "total_charge": 1,
  "fmax_ha_per_bohr": 0.02100
}

***

{
  "formula": "C32H45N2O4S2",
  "method": "ωB97M-V/def2-TZVPD",
  "species": ["C", "C", "C", "O", "C", "C", "C", "N", "C", "C", "C", "C", "S", "C", "S", "N", "C", "C", "C", "C", "C", "C", "C", "C", "C", "C", "C", "C", "C", "C", "C", "O", "C", "O", "C", "C", "C", "O", "C", "C", "H", "H", "H", "H", "H", "H", "H", "H", "H", "H", "H", "H", "H", "H", "H", "H", "H", "H", "H", "H", "H", "H", "H", "H", "H", "H", "H", "H", "H", "H", "H", "H", "H", "H", "H", "H", "H", "H", "H", "H", "H", "H", "H", "H", "H"],
  "positions_angstrom": [[1.70283, -0.68560, 5.04489], [0.93851, -1.64018, 4.11495], [1.82405, -2.39150, 3.12167], [2.92249, -1.62945, 2.62192], [2.72714, -1.02418, 1.36541], [1.95985, 0.29752, 1.56376], [2.74766, 1.16995, 2.46670], [2.57382, 2.40525, 2.19016], [1.52681, 2.57484, 1.14750], [0.17785, 2.68762, 1.88373], [-0.81871, 3.65119, 1.24797], [-2.26118, 3.28317, 1.64840], [-3.23850, 2.60662, 0.30920], [-3.21702, 0.86933, 0.59814], [-2.36275, 0.10881, 1.78036], [-4.06210, 0.25491, -0.31376], [-3.80456, 0.61295, -1.69699], [-4.89393, 0.89136, -2.50762], [-4.69435, 1.23711, -3.83675], [-3.40201, 1.30608, -4.34852], [-2.31665, 1.00809, -3.53196], [-2.51191, 0.65546, -2.20531], [-4.34151, -1.14931, -0.10586], [-3.94927, -2.12588, -1.01047], [-4.28131, -3.45556, -0.77041], [-5.00973, -3.80854, 0.35737], [-5.40938, -2.82278, 1.25423], [-5.08086, -1.49650, 1.02085], [1.73891, 1.23552, 0.34803], [3.00117, 1.41723, -0.49951], [3.41650, 0.26321, -1.40994], [4.72947, -0.16442, -1.02181], [5.12504, -1.33502, -1.64797], [5.66567, -1.28779, -2.71499], [4.84615, -2.61643, -0.92157], [3.59483, -3.33877, -1.46261], [0.42668, 0.97803, -0.44324], [0.56703, 0.39908, -1.71971], [0.59382, 1.30485, -2.80941], [0.50784, 0.51523, -4.09484], [2.77773, -0.83686, 5.00136], [1.39723, -0.83680, 6.07766], [1.46558, 0.35677, 4.82649], [0.13856, -1.10124, 3.60489], [0.43003, -2.38988, 4.71900], [2.25453, -3.26449, 3.60845], [1.21625, -2.76564, 2.29420], [3.71887, -0.81774, 0.97030], [2.18440, -1.68756, 0.68967], [0.99043, 0.01647, 1.97499], [3.45080, 0.82870, 3.21406], [3.04991, 3.18042, 2.63284], [1.68353, 3.46333, 0.54068], [-0.30832, 1.71808, 1.95516], [0.36983, 3.01938, 2.90462], [-0.63290, 4.68116, 1.54732], [-0.75501, 3.61385, 0.16209], [-2.80198, 4.16174, 1.99441], [-2.27258, 2.57033, 2.46929], [-5.89382, 0.84522, -2.10121], [-5.53907, 1.45395, -4.47333], [-3.23533, 1.58537, -5.37855], [-1.31777, 1.05793, -3.94229], [-1.66306, 0.40833, -1.57927], [-3.39115, -1.87414, -1.89952], [-3.96874, -4.21894, -1.46796], [-5.28417, -4.83673, 0.53982], [-5.98903, -3.07810, 2.12901], [-5.39280, -0.72318, 1.70757], [3.86283, 1.63963, 0.12902], [2.85372, 2.30993, -1.10750], [3.45792, 0.59212, -2.44766], [2.71021, -0.56287, -1.36453], [4.76746, -2.45385, 0.15050], [5.71435, -3.25075, -1.07751], [2.93494, -3.64885, -0.65530], [3.87778, -4.24132, -1.99591], [3.01650, -2.73204, -2.15550], [-0.17605, 0.27651, 0.13224], [-0.15343, 1.89735, -0.54082], [-0.22854, 2.02515, -2.72807], [1.51238, 1.89906, -2.82791], [0.36474, 1.19564, -4.93075], [1.44055, -0.02141, -4.26367], [-0.29570, -0.21554, -4.05041]],
  "forces_ev_per_a": [[-0.283, -0.122, 0.176], [0.033, 0.113, 0.100], [-0.160, -0.102, 0.120], [0.008, -0.098, -0.182], [0.000, 0.208, 0.453], [0.513, -0.737, -0.798], [-0.039, 0.111, 0.184], [-0.011, -0.009, -0.195], [-0.268, -0.365, 0.082], [0.053, 0.277, -0.094], [-0.453, -0.064, 0.022], [0.223, 0.301, 0.163], [-0.132, -0.004, 0.028], [-0.317, 0.158, -0.157], [-0.168, -0.155, 0.173], [1.403, -0.657, -0.099], [-0.613, 0.288, -0.099], [0.026, 0.057, -0.164], [0.266, -0.045, -0.066], [-0.179, -0.093, 0.286], [-0.479, 0.305, -0.253], [-0.154, -0.047, 0.036], [-0.396, -0.048, 0.108], [0.014, -0.077, 0.104], [-0.105, 0.022, 0.223], [0.022, 0.199, -0.006], [0.111, 0.178, -0.156], [0.003, -0.169, -0.117], [-0.543, 1.094, 0.355], [-0.114, 0.010, -0.419], [0.070, -0.005, -0.104], [-0.233, -0.129, 0.389], [0.438, 0.094, -0.766], [-0.236, 0.028, 0.288], [0.078, -0.228, 0.264], [-0.061, -0.122, -0.020], [0.242, -0.456, -0.172], [0.379, -0.149, 0.123], [0.263, 0.357, -0.176], [0.995, -0.426, 0.123], [0.102, 0.023, -0.049], [0.013, 0.010, 0.067], [0.153, 0.096, -0.103], [-0.019, 0.030, -0.089], [-0.056, -0.110, -0.047], [0.170, 0.038, 0.067], [0.012, -0.009, -0.117], [-0.022, -0.047, -0.142], [-0.028, 0.031, -0.146], [-0.049, 0.244, 0.383], [-0.031, 0.004, 0.124], [0.024, -0.044, 0.183], [0.399, 0.060, 0.020], [0.091, -0.128, 0.057], [-0.043, -0.027, 0.104], [0.242, 0.057, -0.007], [0.090, 0.161, -0.070], [-0.084, 0.068, -0.134], [-0.048, -0.089, 0.043], [-0.032, -0.020, 0.099], [-0.077, 0.029, -0.005], [-0.032, 0.016, -0.074], [-1.263, 0.209, 0.137], [-0.208, -0.043, -0.024], [0.021, 0.080, -0.036], [0.007, -0.010, -0.076], [0.033, -0.089, -0.039], [-0.029, -0.048, 0.043], [-0.039, 0.049, 0.036], [0.038, -0.016, 0.097], [-0.011, 0.056, -0.059], [-0.008, 0.003, -0.102], [-0.008, -0.090, 0.096], [-0.021, 0.112, 0.006], [0.087, -0.007, -0.033], [-0.034, 0.032, 0.073], [0.023, -0.013, -0.093], [-0.031, 0.080, -0.029], [-0.134, 0.035, 0.040], [0.061, 0.052, 0.016], [0.043, -0.082, 0.179], [0.143, -0.008, 0.150], [-0.067, -0.021, -0.152], [0.090, -0.028, -0.021], [0.339, -0.142, -0.128]],
  "mulliken_charge": [-1.044, 0.103, -0.592, -0.501, -1.670, 0.950, -1.388, 0.006, 0.183, -0.951, -0.695, -1.169, -0.100, 0.318, -0.160, 0.487, -1.456, -0.501, -0.767, -1.192, -0.647, 1.587, 0.069, -0.029, -0.796, -0.504, -0.667, -0.162, 2.497, -2.299, -0.499, -0.390, 0.343, -0.535, -0.072, -1.001, -0.283, -0.388, -0.303, -1.994, 0.246, 0.369, 0.214, -0.205, 0.531, 0.507, 0.267, 0.505, 0.365, -0.127, 0.671, 0.296, 0.718, -0.299, 0.611, 0.510, 0.425, 0.498, 0.559, 0.529, 0.418, 0.492, -0.303, 1.329, 0.427, 0.407, 0.409, 0.401, 0.462, 0.691, 0.442, 0.679, 0.099, 0.236, 0.459, 0.235, 0.354, 0.228, 0.083, 0.002, 0.743, 0.352, 0.433, 0.451, 0.489],
  "spin_multiplicity": 1,
  "de_lowest_kj_mol": 0.0,
  "smiles": "CCCOC[C@H]1C=[NH+][C@H](CCCSC(=S)N(c2ccccc2)c2ccccc2)[C@]1(CCOC(=O)CC)COCC",
  "e_homo_ev": -10.59,
  "total_charge": 1,
  "fmax_ha_per_bohr": 0.03020
}